81
Properties=species:S:1:pos:R:3:forces:R:3:mulliken_charge:R:1 method="wB97M-V/def2-TZVPD" gap_ev=2.32 lumo_ha=-0.209 largest_force_ha_per_bohr=0.0954 e_tot_ha=-3255.953460 e_homo_ha=-0.294 total_charge=0 mol_weight_g_mol=713.47
C 1.73925 1.23776 5.18618 0.35 -0.59 0.39 -0.16
C 2.15866 0.29190 4.56248 0.87 0.40 -0.50 -0.34
C 2.89129 -0.67037 3.68165 -0.46 -0.09 -0.18 -0.88
C 2.28911 -0.80400 2.24701 -0.08 -0.41 0.56 -0.58
C 1.97062 0.55196 1.60490 -0.84 0.43 0.38 -1.06
C 1.27894 0.45731 0.19944 0.98 -1.48 1.12 2.33
C 2.23787 -0.38855 -0.69191 1.73 0.12 -1.25 -1.18
C 3.69924 -0.02091 -0.60335 -0.85 0.50 0.88 -1.23
C 4.74534 0.46140 -0.24254 -0.17 -0.28 -0.05 -0.16
O 0.18167 -0.45053 0.39016 -0.48 0.80 -0.85 -0.39
P -1.40614 0.12759 0.03198 -1.69 2.49 3.88 1.04
I -0.78840 -0.71476 -2.36681 0.74 -0.50 -1.46 0.03
C -1.82735 0.83630 1.75943 0.17 0.15 0.67 -2.11
C -1.25113 0.07617 2.99704 -0.87 0.35 0.83 0.97
C -2.36540 -0.37080 4.01880 -0.14 -1.30 -0.47 -1.08
C -2.63406 -1.85689 3.92478 -0.17 0.70 0.82 -0.31
C -2.91819 -3.02993 3.99213 0.45 0.22 -0.83 -0.17
C -2.20999 -1.48587 0.60194 -0.03 -0.97 -1.40 -0.71
C -2.87994 -2.41323 -0.44439 -0.29 -1.30 1.01 -1.02
C -1.97865 -3.62575 -0.86318 -0.02 1.25 -1.27 -0.41
C -2.21706 -4.03034 -2.35042 -0.45 -1.28 1.43 -0.77
O -1.01083 -3.90869 -3.12458 -0.83 0.28 -1.00 -0.16
C -1.19952 -3.28608 -4.30809 0.49 0.42 -0.53 0.05
O -0.34280 -3.19747 -5.14071 0.43 -0.54 0.27 -0.50
C -2.95886 0.84708 -0.86474 -0.13 -0.27 -0.20 -0.92
O -4.16804 0.49186 -0.22890 0.07 0.31 0.18 -0.21
C -5.23071 1.33739 -0.63670 -0.02 -0.16 -0.33 -0.78
O -0.71859 1.70975 -0.31463 1.16 -1.55 -0.80 -0.81
C 0.71782 1.81563 -0.30500 -1.80 1.95 -0.91 1.00
C 0.88769 3.06064 0.64429 1.53 -0.47 1.19 -0.97
C 2.29206 3.58126 0.74972 -0.53 0.39 -0.81 -0.81
C 3.36022 4.13315 0.64079 -0.36 0.04 0.77 -0.16
C 1.02781 2.36641 -1.73986 1.35 0.19 -0.20 -1.60
C 2.48637 2.29011 -2.27632 -0.76 -0.52 -1.22 0.36
C 2.64903 3.29881 -3.45748 0.65 -0.59 0.83 -1.11
N 3.26210 4.56447 -2.96050 -0.53 -0.30 -0.92 -0.54
H 1.52461 1.97414 5.93932 -0.22 -0.18 -0.48 0.40
H 3.95527 -0.40861 3.56292 -0.40 0.36 0.39 0.36
H 2.88900 -1.66280 4.16136 -0.07 0.29 -0.18 0.44
H 1.37536 -1.41332 2.34900 0.20 0.38 -0.25 0.00
H 2.99723 -1.42535 1.67833 -0.13 0.39 0.01 0.35
H 1.23863 1.04141 2.27194 0.25 -0.28 -0.23 0.23
H 2.82669 1.24439 1.59550 -0.12 -0.47 -0.23 0.54
H 2.17173 -1.45170 -0.41899 -0.27 0.42 0.14 0.68
H 1.98208 -0.35512 -1.76843 -0.31 0.05 0.49 0.28
H 5.64366 0.89781 0.15355 -0.22 -0.23 -0.38 0.44
H -1.44901 1.86709 1.81582 -0.09 -0.36 -0.17 0.41
H -2.91464 0.94422 1.92596 0.34 -0.26 -0.50 1.12
H -0.67437 -0.82697 2.77524 0.06 0.41 -0.20 -0.29
H -0.61607 0.76800 3.57286 0.04 -0.37 -0.39 -0.09
H -3.33226 0.11541 3.82462 0.34 0.10 -0.01 0.37
H -2.09167 -0.12685 5.05604 0.03 -0.19 -0.32 0.38
H -3.04027 -4.07376 3.76887 -0.10 0.34 0.39 0.43
H -1.44126 -2.08490 1.11538 -0.35 0.33 0.04 0.52
H -3.00166 -1.20680 1.30640 0.49 0.16 -0.15 0.39
H -3.73293 -2.88965 0.08245 0.15 0.40 -0.25 0.48
H -3.34766 -1.91542 -1.30495 0.45 0.11 0.19 0.40
H -2.14878 -4.49496 -0.21640 0.16 0.34 -0.04 0.53
H -0.92554 -3.29594 -0.80181 -0.30 -0.41 0.12 0.20
H -2.49492 -5.10072 -2.36207 0.17 0.38 -0.23 0.27
H -3.07108 -3.49984 -2.79969 0.54 0.13 0.04 0.38
H -2.16985 -2.79043 -4.51579 0.00 -0.44 0.67 0.41
H -2.99689 0.47627 -1.92087 -0.01 0.23 0.35 0.38
H -2.84613 1.94401 -0.92691 0.03 -0.36 0.16 0.68
H -5.35331 1.25107 -1.73435 -0.18 0.09 0.36 0.31
H -6.14178 1.00271 -0.12317 0.28 0.10 -0.19 0.25
H -5.03604 2.39880 -0.40032 0.02 -0.34 0.04 0.29
H 0.57674 2.81890 1.67598 -0.02 -0.10 -0.47 0.23
H 0.21746 3.87169 0.33134 0.27 -0.38 -0.27 0.80
H 4.25102 4.72196 0.75853 -0.20 -0.40 -0.29 0.42
H 0.38050 1.94181 -2.52255 0.10 -0.15 0.61 0.24
H 0.76563 3.44012 -1.72319 -0.02 -0.39 0.21 0.45
H 3.26800 2.39660 -1.52060 -0.29 0.35 -0.24 0.19
H 2.62712 1.28814 -2.72715 0.00 0.37 0.28 0.10
H 3.30809 2.83662 -4.21312 -0.16 0.27 0.28 0.49
H 1.67920 3.45389 -3.96094 0.24 0.03 0.23 0.31
H 2.56011 5.29051 -3.06774 0.28 0.17 0.17 0.22
H 4.00569 4.78970 -3.61468 -0.05 0.28 0.21 0.23
O 1.72313 -6.90067 -4.83601 1.50 1.54 1.77 -0.78
V 2.21550 -5.64970 -3.79989 -1.62 1.16 -0.27 1.69
O 2.87424 -4.48454 -2.75441 -0.27 -2.23 -1.47 -0.78